# 1
Density functional theory data (ωB97M-V/def2-TZVPD) for a cluster of 5 separate species, C20H35N5 in total.

Total charge: -1
Kohn-Sham gap (alpha / beta), eV: 1.603 / 11.256
Spin multiplicity: 2
Relative energy (zero: lowest compared OMol25 entry of this formula, charge and spin), kcal/mol: 34.8
HOMO (alpha / beta), eV: 0.872 / -8.611
Lowest unoccupied orbital energy (alpha / beta), eV: 2.475 / 2.644
E_tot, Eh: -1056.6945

```
60
Properties=species:S:1:pos:R:3:forces:R:3:lowdin_charge:R:1
H 1.6739 1.7898 3.2116 0.0 -0.5 -0.3 0.06
H 0.0401 3.4255 2.2752 1.0 -0.1 0.2 0.10
H -1.8737 2.9526 -6.5842 -0.6 0.3 0.1 0.10
C -0.7933 1.9914 -5.2132 1.3 -0.6 1.4 -0.32
H 5.5020 -2.5685 2.3767 -0.2 -0.2 -0.4 0.12
H -0.3235 1.8103 -7.6946 0.3 -0.5 -0.7 0.10
C -4.5388 -0.9856 2.2763 -1.8 -2.1 -0.8 -0.20
H -0.1779 3.3402 4.0439 0.1 0.4 -0.2 0.10
H -2.8822 0.6882 -9.0352 0.1 -0.2 0.4 0.06
N 3.7581 -1.7433 -1.6259 -1.2 1.4 -0.6 0.13
H 1.5692 -0.2057 -3.0886 0.1 0.5 -0.5 0.10
H 0.3001 1.1849 -1.6382 -0.3 -0.3 0.1 0.09
C -2.4959 1.9592 3.7481 -2.7 -2.1 2.9 -0.24
C -4.1385 -0.0044 1.3208 -1.4 -5.0 5.4 -0.32
H 0.4679 1.2003 4.3392 0.1 -0.1 0.2 0.07
C 5.4523 -2.3210 5.0612 -4.6 1.2 -4.7 -0.25
C -1.2531 1.2486 -7.6026 0.3 0.2 1.5 -0.30
C 0.6208 1.5268 3.3106 -0.5 0.3 0.5 -0.12
N -3.2004 1.4502 4.5447 2.0 1.4 -2.2 0.14
N 6.1611 -2.6190 5.8609 3.7 -1.5 4.0 0.12
H 0.2576 0.6866 2.7188 0.6 0.1 -0.5 0.05
H -1.0241 0.2035 -7.3944 0.1 0.0 -0.2 0.10
C -2.1095 1.4316 -8.8398 0.2 0.2 -0.4 -0.15
H -1.3932 -2.5241 2.7614 0.0 0.2 1.0 0.06
H 1.0580 -1.5585 -0.5380 0.0 -0.1 0.5 0.06
H -1.6494 1.9141 1.8593 -0.4 -0.3 -0.1 0.10
C -1.6692 2.5480 2.7458 0.2 0.0 -0.9 -0.25
N -0.0194 2.0628 -4.3481 -1.1 -0.1 -1.2 0.14
C -2.0894 -1.8043 2.3311 0.5 -0.8 -0.4 -0.13
H -0.4843 -1.0434 -1.1424 -0.2 -0.4 0.0 0.06
H -1.8941 -2.1288 1.3090 -1.3 -0.1 -0.6 0.06
H -5.0621 -1.7067 1.6484 -0.2 -0.2 -0.5 0.11
H -1.5811 -0.8420 2.2702 -0.5 0.3 0.8 0.03
H 3.4575 -1.9604 4.5074 0.0 0.1 0.0 0.11
H 2.7330 1.0084 -2.4005 -0.6 0.5 -0.2 0.11
C 4.4773 -2.5992 2.7470 -0.4 -0.6 -0.3 -0.29
H -2.1263 3.4778 2.4071 -0.1 0.1 0.1 0.12
C 3.4286 -2.0844 1.7513 -0.2 -0.7 0.4 -0.12
H 1.4330 0.9596 -0.3313 0.3 0.6 -0.1 0.09
H -2.7191 1.5173 -5.9518 0.1 0.0 0.2 0.10
H -3.7876 -2.9604 3.0041 -0.4 0.2 -0.3 0.09
H -5.4359 -0.5929 2.7549 0.6 0.1 1.1 0.12
C 3.0000 -0.8972 -1.8882 1.4 -1.8 1.2 -0.28
H 3.7610 -1.1696 1.2607 -0.1 -0.3 -0.3 0.06
H -2.5983 2.4041 -8.8989 0.1 0.1 0.2 0.06
C -0.2189 2.7766 3.1118 -0.4 0.6 0.2 -0.29
C 4.4323 -1.8777 4.0267 1.4 1.3 2.9 -0.24
C -1.7613 1.9074 -6.2961 -0.5 0.5 -0.8 -0.27
H -0.0983 -0.5773 0.4660 0.4 0.2 0.1 0.05
H 3.1266 -2.8969 1.0904 0.6 0.3 -0.7 0.06
C -3.5150 -1.9054 2.9780 2.0 1.4 0.0 -0.21
H 4.2411 -3.6008 3.1064 0.1 -0.5 -0.9 0.11
H 2.4616 -1.8973 2.2182 0.1 0.4 0.6 0.06
N -3.7871 0.7368 0.5997 2.6 5.9 -5.7 0.17
H -3.3939 -1.5904 4.0145 0.0 0.0 0.0 0.09
H 4.7148 -0.8252 4.0043 -0.5 0.4 -0.6 0.11
C 2.0630 0.1738 -2.1940 -0.1 -0.9 -0.4 -0.22
H -1.4042 1.3917 -9.6700 -0.2 -0.1 -0.3 0.06
C 0.3504 -0.7297 -0.5156 -1.4 -1.3 -1.2 -0.13
C 0.9570 0.4517 -1.1702 1.8 1.7 1.0 -0.29
```
Positions in Å, forces in eV/Å.

---

# 2
Density functional theory data (ωB97M-V/def2-TZVPD) for a structure of composition C24H39BClIrN4P2Si.

Total charge: +1
Kohn-Sham gap (alpha / beta), eV: 6.313 / 6.072
Spin multiplicity: 2
Relative energy (zero: lowest compared OMol25 entry of this formula, charge and spin), kcal/mol: 0.0
HOMO (alpha / beta), eV: -10.273 / -10.893
Lowest unoccupied orbital energy (alpha / beta), eV: -3.960 / -4.821
E_tot, Eh: -2718.3127

```
73
Properties=species:S:1:pos:R:3:forces:R:3:lowdin_charge:R:1
H -1.1817 -0.5586 6.0086 -0.2 0.1 -0.1 0.02
H -1.4052 0.7630 -4.9866 -0.1 0.2 -0.1 0.13
H 0.0392 -0.5364 7.2690 0.1 0.1 0.1 0.03
H 1.3212 -3.9754 2.2979 0.0 0.0 -0.1 0.06
H 1.3155 -3.9584 -1.5780 0.0 0.0 0.0 0.04
C 3.5946 2.9696 2.8441 -0.1 -0.1 -0.2 -0.65
H 4.3084 0.1211 1.1799 0.0 -0.1 0.0 0.12
C 1.7091 -3.8402 -0.5701 0.0 0.9 -0.4 -0.23
Cl 4.0299 3.8052 4.2802 0.0 0.0 -0.1 0.75
C 4.1997 1.7461 2.5417 0.1 0.0 0.1 -0.10
C -3.3655 -1.3391 -1.0189 0.8 0.4 -0.1 -0.21
P 0.7307 -2.5903 0.3727 -0.9 0.6 1.5 0.83
C 2.8776 1.5962 0.5009 0.2 0.4 0.7 -0.33
C -1.4848 4.1888 0.3473 0.1 -0.4 0.2 -0.04
H -3.7043 -0.3811 -1.4096 0.0 0.0 -0.1 0.06
H 2.1911 4.4651 2.2310 0.0 0.1 0.0 0.12
H 0.5141 2.6229 6.7673 0.0 0.0 0.2 0.03
C -0.5252 -1.0766 -4.0981 0.1 0.0 0.3 -0.04
H -4.3052 -0.9479 1.7644 0.0 -0.1 -0.1 0.06
C -0.1163 -0.6453 6.1989 0.3 0.5 -0.5 -0.18
H -4.2284 -1.9320 -0.7168 0.1 0.0 0.2 0.06
C 2.6443 3.5188 1.9811 0.0 0.2 0.1 -0.08
C 0.3434 2.4341 5.7114 0.2 -0.8 -0.1 -0.17
H 3.0232 -0.0031 -0.9141 0.0 -0.1 -0.1 0.06
H -3.7931 0.6710 1.2436 0.0 0.1 0.0 0.05
H 1.6783 -4.8026 -0.0616 -0.2 0.1 0.2 0.06
N -0.8257 0.7956 -2.9584 -0.1 -0.5 -0.3 -0.07
H 3.0835 -0.5608 5.2708 0.0 -0.2 -0.1 0.03
C 3.8404 1.0661 1.4109 -0.2 0.1 -0.2 -0.02
Ir 0.0279 -0.0217 0.2310 -1.2 0.3 -2.7 0.88
H -0.5780 2.9471 -3.4303 0.3 0.2 -0.1 0.08
Si 0.8902 0.6685 5.2487 0.2 0.1 0.2 0.48
C -1.9949 -2.6957 1.1478 0.2 0.3 -0.1 -0.39
H 0.9071 3.1665 5.1427 0.2 0.1 -0.1 0.01
N -0.2740 -0.0740 -2.1133 0.3 -0.6 1.8 -0.08
C 0.5244 0.3781 2.1984 -1.2 -1.1 -0.7 -0.32
C -0.0866 -1.2096 -2.7838 -0.1 -0.2 -0.5 -0.19
H -0.7536 -4.4480 0.9117 0.1 0.1 -0.1 0.10
H 2.9183 0.4680 6.6880 0.1 0.0 0.2 0.03
H 3.3391 1.1693 5.1324 0.1 0.2 -0.1 -0.03
H 2.4187 -2.5940 2.0987 0.1 0.0 0.1 0.05
H -0.5101 -1.8104 -4.8750 0.0 -0.1 -0.2 0.10
P -2.2741 -1.0170 0.4203 1.0 -0.1 0.9 0.83
C -1.1521 2.9266 0.8362 -0.2 0.5 0.2 -0.17
C 2.5138 0.9132 -0.6539 -0.9 -0.4 0.2 0.03
C -3.4488 -0.2908 1.6198 0.6 0.3 -0.2 -0.22
C -0.9849 0.2205 -4.1637 0.1 -0.2 0.4 -0.07
H 2.7449 -3.5119 -0.6356 0.1 0.0 -0.1 0.05
H -2.9367 -3.2530 1.1317 0.0 0.1 0.0 0.10
C 1.3790 -2.9139 2.0601 -0.1 0.2 -0.3 -0.25
H 0.1893 -1.6509 5.9239 0.1 -0.2 -0.1 0.02
H 0.8257 -2.3279 2.7900 0.0 0.1 0.0 0.02
H -1.7110 -2.5346 2.1911 -0.1 0.0 0.0 0.09
C 2.7407 0.4084 5.6184 -0.8 0.1 -0.1 -0.17
N -0.9767 2.0814 -0.1798 0.9 -1.8 1.5 -0.05
H -1.0261 2.6017 1.8501 0.1 -0.1 0.2 0.09
H -0.7109 2.5924 5.5068 -0.2 0.0 0.0 0.03
B -1.2542 2.2419 -2.7406 -0.4 0.6 -0.7 -0.46
C 0.6499 0.4798 3.4132 0.1 0.0 -0.3 -0.22
H 4.9569 1.3503 3.2022 0.0 0.0 0.1 0.12
H -2.3918 2.3373 -3.1109 -0.3 -0.1 0.0 0.08
H -1.2030 -3.6619 -0.6124 0.0 -0.1 0.0 0.08
C -1.4962 4.0294 -1.0209 0.2 -0.4 0.2 -0.07
H -2.9390 -0.1315 2.5676 0.0 0.0 0.1 0.05
H 1.6077 3.3054 0.1417 -0.2 0.1 -0.1 0.11
H -1.7042 4.7361 -1.7979 -0.1 0.0 -0.3 0.13
N -1.1901 2.7517 -1.3092 0.3 0.5 0.1 -0.07
H 0.3522 -2.0640 -2.3102 0.1 -0.1 0.1 0.05
C 2.3139 2.8672 0.8265 0.1 -0.3 -0.2 -0.03
H -2.8168 -1.8561 -1.8023 0.0 0.0 -0.1 0.04
H 1.9643 1.4208 -1.4303 -0.1 0.0 -0.1 0.06
C -0.9049 -3.4787 0.4243 0.2 0.4 -0.2 -0.40
H -1.6917 5.0748 0.9072 -0.1 0.2 0.1 0.10
```
Positions in Å, forces in eV/Å.

---

# 3
Density functional theory data (ωB97M-V/def2-TZVPD) for a structure of composition C9H10Cl2O3S.

Kohn-Sham gap, eV: 5.518
Relative energy (zero: lowest compared OMol25 entry of this formula, charge and spin), kcal/mol: 55.0
HOMO, eV: -6.773
Lowest unoccupied orbital energy, eV: -1.255
E_tot, Eh: -1892.9986

```
25
Properties=species:S:1:pos:R:3:forces:R:3:lowdin_charge:R:1
O -1.5284 2.3800 2.0974 1.1 -1.8 0.0 0.02
Cl 3.1297 0.5333 2.0174 0.4 -0.1 -0.1 0.72
C -0.8223 1.3694 1.9268 -1.1 0.0 -1.1 -0.43
H -1.0320 -2.1382 1.6109 1.1 2.4 2.3 0.09
Cl -3.0183 -0.1082 1.8100 -0.8 -0.6 0.1 0.73
C 1.4336 0.3716 1.8546 -0.9 0.8 0.3 -0.58
H -0.7156 -5.1263 -2.0832 0.0 0.3 0.3 0.07
O 1.6346 -2.0052 1.6970 -0.3 0.4 -0.1 0.07
C -0.5696 -1.1407 1.3654 -0.7 -1.2 3.9 -0.21
H -2.3462 -4.5279 -2.4719 0.1 0.4 0.5 0.07
H -1.6061 -1.7351 -0.6956 0.1 -0.3 0.2 0.08
H -0.4979 -4.3935 1.8174 -0.1 0.1 -0.1 0.08
C 0.9108 -1.0340 1.6394 -0.2 -0.3 -0.4 -0.37
H 0.0155 -2.4493 -0.5795 0.0 -0.1 0.1 0.07
C -1.3265 -0.0203 1.6719 0.3 2.0 -0.5 -0.62
C -0.9451 -2.3504 -0.0562 -0.7 -1.6 -5.2 -0.24
C 0.6459 1.4694 1.9714 1.0 -1.3 0.0 -0.01
H 1.0987 2.4345 2.1474 -0.1 0.1 0.0 0.12
H -2.1544 -5.9362 -1.4376 0.1 0.2 0.2 0.07
C -0.6688 -4.9365 0.8882 0.1 -0.5 0.2 -0.17
H 0.2830 -5.1029 0.3817 -0.1 0.1 0.0 0.09
C -1.7193 -4.9582 -1.6838 -0.2 -0.6 -0.1 -0.16
O -3.1081 -3.8914 0.3569 1.1 -0.5 -0.4 -0.36
H -1.1544 -5.8896 1.0959 0.0 0.0 0.0 0.08
S -1.7298 -3.9800 -0.1370 -0.2 2.2 0.0 0.80
```
Positions in Å, forces in eV/Å.

---

# 4
Density functional theory data (ωB97M-V/def2-TZVPD) for a structure of composition C33H58BCdN8O.

Total charge: +1
Kohn-Sham gap, eV: 9.481
HOMO, eV: -11.174
Lowest unoccupied orbital energy, eV: -1.694
E_tot, Eh: -1998.1316

```
102
Properties=species:S:1:pos:R:3:forces:R:3:lowdin_charge:R:1
H -1.9949 -6.8206 -3.5660 0.0 0.0 0.0 0.13
H 2.2348 5.3224 -1.5459 0.0 0.0 0.1 0.09
H -3.0477 -5.0451 0.6187 0.0 0.0 0.0 0.10
N 1.5789 -0.8413 0.2145 0.2 0.4 0.4 0.00
C 2.6053 -2.9937 -0.5371 0.0 0.1 -0.1 -0.35
H 3.1333 4.0732 -0.6740 -0.1 0.1 0.0 0.07
H -1.5356 -1.4111 -3.3808 -0.1 0.2 0.1 0.05
N -0.2839 0.9351 1.9780 0.0 -0.1 -0.2 0.04
C -4.3136 -1.0049 3.2614 -0.1 0.0 0.1 -0.07
C 2.6314 -1.6470 0.1347 0.1 0.0 -0.1 -0.27
C -1.2534 1.5998 -3.3716 -0.1 0.1 0.0 -0.38
H -0.7448 -6.1590 -1.5569 0.1 0.0 0.1 0.13
Cd -0.5389 -0.7038 -0.4439 -0.2 -0.6 -0.4 1.42
H -3.2589 -5.6363 -3.2027 0.0 0.0 0.0 0.13
H 3.6594 -4.0443 -2.1176 0.0 0.1 0.1 0.08
H 0.6225 0.7026 5.4815 0.0 0.1 0.0 0.09
H -0.2176 3.7104 5.6471 0.0 0.0 0.0 0.08
C 1.1270 1.4176 4.8248 0.0 0.0 0.0 -0.05
N -1.5600 -3.4872 -3.1434 0.0 0.1 0.0 -0.07
H -3.7800 -1.3599 4.1468 0.0 0.0 -0.1 0.09
C 0.5089 3.3515 -0.6316 0.1 0.0 -0.1 -0.19
C 4.3077 1.2324 1.7113 -0.2 0.0 -0.1 -0.32
H 5.8690 0.5778 0.3085 0.0 0.0 0.0 0.07
C -0.8128 3.0050 5.0646 0.0 0.0 0.1 -0.07
H -1.8169 3.5086 -4.2288 0.1 -0.1 0.0 0.09
C 3.8544 2.5860 2.2601 0.0 -0.1 -0.1 -0.06
N 0.4496 2.0724 -0.2156 -0.1 -0.2 0.1 0.04
H -2.7136 0.4564 -2.1946 0.0 0.0 0.0 0.04
C -2.6879 1.2132 -2.9819 0.0 0.1 0.0 -0.06
H -2.3929 -6.5399 -1.0807 -0.1 0.0 0.0 0.13
C -0.7189 1.3734 3.1760 0.0 0.0 0.0 -0.19
C -1.7870 -3.3859 -1.8139 0.0 0.0 0.0 -0.49
N 1.9837 0.3102 0.8590 0.0 0.0 -0.1 0.05
H -1.7229 -4.6495 -4.8511 0.0 0.0 -0.1 0.13
C -2.1844 -4.4356 0.3481 0.1 -0.2 -0.1 -0.01
H -0.0916 6.0618 -0.7025 0.0 0.0 0.1 0.08
C -3.3968 -0.9158 2.0465 -0.1 0.1 0.0 -0.37
H -2.0744 -2.3075 -4.7966 0.0 0.0 0.0 0.10
C -1.2601 2.6106 -4.5138 0.0 0.0 0.0 -0.07
H -2.5641 0.9184 4.3030 0.1 0.0 -0.1 0.11
H -0.3537 -2.2787 -4.3773 0.0 0.0 0.0 0.10
C -2.2063 -0.0435 2.3314 0.0 0.1 0.0 -0.26
H -1.3130 -4.8066 0.8961 0.0 0.0 0.0 0.10
C -4.1633 -0.4136 0.8149 0.0 0.0 0.1 -0.06
H -0.3321 -5.0441 -3.8496 0.0 0.0 0.0 0.13
H -1.6000 3.5632 4.5526 0.1 0.0 0.0 0.09
H -3.2254 2.0903 -2.6120 0.0 0.0 0.0 0.09
C -1.7879 -5.8472 -1.6608 0.0 0.1 0.1 -0.14
H 0.9561 -2.5778 -1.8853 0.0 0.0 0.0 0.07
C 1.1454 4.4771 0.1338 0.0 0.0 0.0 -0.36
H 1.3927 4.1231 1.1337 0.0 0.0 0.0 0.10
H -2.3739 -3.4109 0.6362 0.0 0.0 0.0 0.05
C -1.9476 0.7811 3.4275 0.0 0.0 0.2 0.05
C 5.3790 1.4936 0.6381 0.0 0.0 0.0 -0.06
H -5.0592 -1.0171 0.6499 0.0 0.0 0.0 0.08
C -0.0756 3.4170 -1.8911 -0.1 0.2 0.0 0.05
C 1.2440 -3.3223 -1.1352 0.0 0.0 0.1 -0.10
C 0.1702 5.6489 0.2760 0.0 0.0 0.0 -0.05
H 2.8177 -3.7362 0.2345 0.0 -0.1 0.1 0.15
H -5.1359 -1.6936 3.0614 0.0 0.0 0.0 0.08
C 3.7063 -3.0822 -1.5997 0.0 0.0 0.0 -0.06
H 1.7719 2.0508 5.4405 -0.1 0.0 -0.1 0.09
H -3.0226 -1.9187 1.8259 0.0 0.0 0.0 0.11
C -1.3665 -2.3003 -3.9667 0.1 -0.3 0.0 -0.02
C 3.7344 -1.0257 0.7087 0.2 0.0 0.1 0.02
N -1.9669 -4.5128 -1.0915 0.0 0.0 0.1 -0.07
H 4.7873 0.6977 2.5316 0.1 -0.1 0.1 0.14
H -0.7312 0.7025 -3.7129 0.1 -0.1 0.0 0.12
H -1.2835 2.3106 5.7668 0.0 0.1 -0.1 0.08
N -0.1781 1.3186 -1.1735 0.2 0.2 0.2 -0.01
H -4.4705 0.6258 0.9588 0.0 -0.1 0.0 0.09
H -3.2313 0.8193 -3.8453 0.0 0.0 0.1 0.08
H 1.2740 -4.2939 -1.6354 0.0 0.0 0.0 0.08
H 4.7363 -1.4270 0.7969 -0.2 0.1 0.0 0.12
H 4.7329 3.0924 2.6690 -0.1 -0.1 0.0 0.09
H 0.6266 6.4474 0.8655 0.0 0.0 0.0 0.08
H -4.7462 -0.0259 3.4910 0.0 -0.1 0.0 0.09
H 6.1432 2.1680 1.0311 0.0 0.0 0.0 0.08
C 3.3108 0.2239 1.1383 -0.1 0.0 0.0 -0.16
C 2.4440 4.9137 -0.5532 0.0 0.0 0.0 -0.05
H -0.7534 5.3403 0.7719 0.1 0.0 0.0 0.09
H 1.7531 0.8485 4.1336 0.0 0.0 0.0 0.07
O -1.8745 -2.2590 -1.2456 0.1 0.2 -0.1 -0.15
H 3.5875 -2.2847 -2.3389 0.0 -0.1 0.0 0.09
H 2.9450 5.6874 0.0349 0.0 -0.1 -0.1 0.09
C -2.1900 -5.8475 -3.1163 -0.1 0.0 0.0 -0.14
H -0.2472 2.9095 -4.7938 -0.1 0.0 0.0 0.09
H 0.4737 -3.3676 -0.3598 0.0 0.0 -0.1 0.06
H 3.1201 2.5072 3.0570 -0.1 0.0 0.0 0.06
H -3.5579 -0.4692 -0.0903 0.0 0.0 0.0 0.03
H -1.7453 2.1842 -5.3938 0.0 0.0 0.0 0.08
C 0.0839 2.2632 4.0792 0.0 0.0 0.0 -0.36
N -1.2030 0.0560 1.4678 0.2 0.3 0.2 -0.01
C -0.5059 2.1241 -2.1784 0.0 0.0 -0.1 -0.27
H 4.6993 -2.9875 -1.1598 0.0 0.0 0.0 0.08
H 1.4608 2.2925 1.7702 0.0 -0.1 0.0 0.08
B 0.9398 1.4468 1.1382 0.0 -0.1 -0.1 -0.47
H 3.4515 3.2218 1.4684 0.0 -0.1 0.1 0.06
H 0.6037 3.0042 3.4679 0.0 0.0 0.0 0.12
H -0.1858 4.2981 -2.5074 0.0 -0.1 0.1 0.12
H 4.9232 1.9675 -0.2373 0.0 0.0 0.1 0.09
C -1.3930 -4.7732 -3.8220 0.0 0.1 0.1 -0.14
```
Positions in Å, forces in eV/Å.

---

Q: Which value of E_tot does entry 4 give?
A: -1998.1316 Eh